Here is 2 unconnected molecules or ions with the total composition C3H10NO3S from the Open Molecules 2025 dataset. Energies are from ωB97M-V with the def2-TZVPD basis set.

Results
Relative energy (zero: lowest compared OMol25 entry of this formula, charge and spin) (kcal per mole): 0.00
E_HOMO (alpha / beta) (eV): -19.10 / -19.06
Gap between HOMO and LUMO (alpha / beta) (eV): 10.993 / 5.776

```
! wB97M-V def2-TZVPD RIJCOSX def2/J DEFGRID3
* xyz 2 2
O -1.801 -1.042 0.264
C -1.265 -0.186 0.886
O -1.423 0.157 2.148
C -0.244 0.756 0.226
C 1.149 0.512 0.810
S 2.274 1.885 0.479
N -0.322 0.506 -1.245
H -1.915 -0.498 2.681
H -0.590 1.774 0.367
H 1.072 0.419 1.895
H 1.571 -0.458 0.547
H 2.718 2.138 1.729
H 0.351 1.101 -1.726
H -0.080 -0.514 -1.473
H -1.261 0.683 -1.617
H 0.016 -2.294 -2.783
H -0.311 -2.846 -1.352
O 0.060 -2.091 -1.835
*
```

Here is 2 unconnected molecules or ions with the total composition C12H26BNO3 in a non-equilibrium geometry from the Open Molecules 2025 dataset. Energies are from ωB97M-V with the def2-TZVPD basis set.

Results
Relative energy (zero: lowest compared OMol25 entry of this formula, charge and spin) (kcal per mole): 257.86
E_HOMO (eV): -7.34
Gap between HOMO and LUMO (eV): 2.310

```
! wB97M-V def2-TZVPD RIJCOSX def2/J DEFGRID3
* xyz 0 1
B 3.042 2.679 -0.952
C 2.125 3.875 -1.670
C 0.670 3.747 -1.013
O -0.433 4.046 -1.933
C -1.512 3.209 -1.606
O -1.914 3.018 -0.413
H 3.121 3.019 0.211
H 4.143 2.610 -1.415
H 2.470 1.624 -0.936
H 2.584 4.891 -1.379
H 2.132 3.822 -2.807
H 0.635 4.514 -0.160
H 0.572 2.686 -0.605
H -2.123 2.690 -2.430
C -2.062 -0.367 1.484
C -0.570 -0.358 1.038
C -0.463 -0.177 -0.496
C -0.829 -1.418 -1.296
C -0.024 -2.622 -0.818
C -0.162 -2.858 0.702
N 0.095 -1.617 1.499
O 1.385 -1.408 1.502
C -1.578 -3.408 0.998
C 0.774 -4.023 1.111
C 0.012 0.917 1.697
H -2.312 0.508 2.088
H -2.749 -0.375 0.635
H -2.306 -1.215 2.127
H 0.562 0.114 -0.759
H -1.097 0.658 -0.809
H -1.903 -1.617 -1.229
H -0.618 -1.244 -2.355
H -0.348 -3.511 -1.367
H 1.028 -2.469 -1.081
H -1.743 -3.511 2.074
H -1.708 -4.400 0.557
H -2.378 -2.794 0.585
H 1.817 -3.839 0.843
H 0.485 -4.947 0.606
H 0.723 -4.207 2.188
H -0.008 0.844 2.788
H -0.575 1.794 1.410
H 1.040 1.122 1.385
*
```

Here is a molecular structure, C28H21Cl2F5O2PPtS6Te in a non-equilibrium geometry from the Open Molecules 2025 dataset. Energies are from ωB97M-V with the def2-TZVPD basis set.

Results
E_HOMO (eV): -5.12
Gap between HOMO and LUMO (eV): 6.399

```
! wB97M-V def2-TZVPD RIJCOSX def2/J DEFGRID3
* xyz -1 1
Pt -1.318 1.585 0.240
Cl 1.368 1.523 0.696
C 1.830 3.106 0.205
C 3.101 3.550 0.530
C 3.525 4.804 0.123
C 2.662 5.621 -0.591
C 1.392 5.176 -0.895
Cl 0.337 6.196 -1.784
C 0.932 3.902 -0.520
S -0.651 3.424 -1.045
H 3.752 2.900 1.096
H 4.523 5.141 0.362
H 2.969 6.602 -0.920
C -4.643 -1.720 -2.312
S -5.234 -1.626 -0.588
C -5.525 0.095 -0.385
C -4.642 1.100 -0.628
S -3.094 0.935 -1.346
S -5.286 2.729 -0.368
C -6.881 2.264 0.142
S -8.068 3.334 0.493
S -7.113 0.538 0.208
H -4.604 -2.778 -2.554
H -3.659 -1.268 -2.383
H -5.350 -1.204 -2.953
F -2.947 3.461 1.558
Te -2.169 2.348 2.943
F -2.268 4.055 3.845
F -1.431 1.850 4.660
F -0.388 3.055 2.566
F -3.936 2.207 3.688
O -2.099 0.719 2.290
O -0.631 -0.852 -0.143
P 0.673 -1.532 -0.160
C 1.659 -1.258 1.349
C 3.045 -1.183 1.397
C 3.670 -0.866 2.590
C 2.918 -0.623 3.730
C 1.535 -0.700 3.681
C 0.907 -1.022 2.494
C 1.673 -1.094 -1.618
C 1.268 0.006 -2.362
C 1.967 0.364 -3.502
C 3.059 -0.389 -3.904
C 3.453 -1.498 -3.171
C 2.756 -1.858 -2.033
C 0.446 -3.337 -0.261
C -0.688 -3.782 -0.924
C -0.959 -5.137 -0.989
C -0.098 -6.042 -0.389
C 1.038 -5.598 0.267
C 1.312 -4.242 0.332
H 3.631 -1.335 0.501
H 4.749 -0.787 2.631
H 3.412 -0.357 4.653
H 0.944 -0.485 4.559
H -0.173 -1.044 2.427
H 0.404 0.574 -2.032
H 1.650 1.219 -4.083
H 3.609 -0.109 -4.790
H 4.300 -2.088 -3.493
H 3.040 -2.742 -1.480
H -1.360 -3.052 -1.353
H -1.852 -5.485 -1.490
H -0.323 -7.100 -0.417
H 1.699 -6.306 0.746
H 2.181 -3.884 0.866
*
```

Here is C3H6N4 in the gas phase in a non-equilibrium geometry from the Open Molecules 2025 dataset. Energies are from ωB97M-V with the def2-TZVPD basis set.

Results
Relative energy (zero: lowest compared OMol25 entry of this formula, charge and spin) (kcal per mole): 75.63
E_HOMO (eV): -10.11
Gap between HOMO and LUMO (eV): 10.782
SMILES: Cc1nnnn1C

```
! wB97M-V def2-TZVPD RIJCOSX def2/J DEFGRID3
* xyz 0 1
C -1.557 0.886 0.035
C -0.841 -0.428 -0.210
C 1.707 0.387 -0.010
H -2.619 0.766 0.456
H -1.009 1.131 1.017
H -1.640 1.483 -0.910
H 2.459 0.130 0.846
H 2.220 0.227 -0.916
H 1.665 1.508 -0.124
N -1.433 -1.546 -0.109
N -0.228 -2.368 0.064
N 0.808 -1.758 -0.018
N 0.469 -0.416 -0.121
*
```

Here is a molecular structure, C14H16Cl5F3N4O2Y from the Open Molecules 2025 dataset. Energies are from ωB97M-V with the def2-TZVPD basis set.

Results
Relative energy (zero: lowest compared OMol25 entry of this formula, charge and spin) (kcal per mole): 34.60
E_HOMO (eV): -11.40
Gap between HOMO and LUMO (eV): 8.681

```
! wB97M-V def2-TZVPD RIJCOSX def2/J DEFGRID3
* xyz 1 1
Y -0.684 -0.422 -0.413
Cl 2.524 -0.270 1.788
C 1.974 -1.861 1.325
C 0.755 -1.959 0.679
C 0.358 -3.227 0.328
Cl -1.210 -3.304 -0.491
C 1.080 -4.384 0.574
Cl 0.495 -5.920 0.091
C 2.301 -4.241 1.232
Cl 3.246 -5.627 1.576
C 2.760 -2.972 1.617
Cl 4.259 -2.805 2.427
F -0.490 -0.768 -2.589
C -2.091 -0.613 -2.353
F -2.569 -1.600 -3.068
F -2.319 0.511 -3.054
C 0.954 2.391 -0.435
N -1.201 3.679 0.000
C -1.728 5.047 0.124
C -3.171 5.043 0.581
C -3.300 4.212 1.833
N -2.741 2.885 1.579
C -3.305 1.755 2.313
C -1.812 2.658 0.647
O -1.502 1.451 0.389
H 1.964 2.758 -0.608
H 0.562 1.451 -2.064
H 0.826 2.196 0.627
H -1.675 5.526 -0.852
H -1.109 5.622 0.817
H -3.810 4.627 -0.202
H -3.495 6.066 0.766
H -4.347 4.080 2.103
H -2.790 4.676 2.682
H -3.818 2.145 3.188
H -2.518 1.085 2.650
H -4.019 1.199 1.703
N -0.531 3.056 -2.267
C -0.048 3.470 -0.963
N 0.731 4.654 -1.131
O 0.797 1.167 -1.149
H -0.354 3.739 -2.989
H -1.488 2.730 -2.284
H 0.221 5.464 -1.447
H 1.312 4.886 -0.337
*
```

Here is 6 unconnected molecules or ions with the total composition C22H32FO20P in a non-equilibrium geometry from the Open Molecules 2025 dataset. Energies are from ωB97M-V with the def2-TZVPD basis set.

Results
E_HOMO (eV): -10.49
Gap between HOMO and LUMO (eV): 10.549
SMILES: O=C1O[C@H](P(=O)(O)O)C[C@@H]1CCCF.O=C1OCCO1.O=C1OCCO1.O=C1OCCO1.O=C1OCCO1.O=C1OCCO1

```
! wB97M-V def2-TZVPD RIJCOSX def2/J DEFGRID3
* xyz 0 1
O 1.163 -3.490 -0.360
C 1.800 -2.519 -0.082
O 3.049 -2.328 -0.565
C 3.323 -0.938 -0.604
P 5.066 -0.638 -0.247
O 5.712 -1.583 0.673
O 5.700 -0.630 -1.726
O 5.057 0.898 0.205
C 2.325 -0.249 0.378
C 1.418 -1.393 0.855
C 1.538 -1.931 2.305
C 2.897 -1.780 2.987
C 3.151 -0.380 3.551
F 4.303 0.207 3.006
H 3.112 -0.532 -1.597
H 6.658 -0.498 -1.672
H 5.904 1.316 -0.002
H 1.702 0.386 -0.258
H 2.728 0.451 1.102
H 0.367 -1.189 0.656
H 0.752 -1.488 2.922
H 1.304 -2.998 2.252
H 2.906 -2.470 3.835
H 3.723 -2.090 2.341
H 3.278 -0.393 4.635
H 2.316 0.283 3.309
C 1.861 -4.417 -3.499
C 3.326 -4.027 -3.497
O 3.643 -4.039 -4.896
C 2.499 -3.857 -5.597
O 2.449 -3.654 -6.767
O 1.427 -3.938 -4.780
H 1.289 -3.950 -2.704
H 1.717 -5.498 -3.466
H 3.488 -3.022 -3.107
H 3.964 -4.725 -2.963
C 4.625 2.998 4.404
C 5.336 3.370 5.691
O 4.570 4.490 6.150
C 3.330 4.413 5.612
O 2.411 5.095 5.927
O 3.287 3.446 4.665
H 4.620 1.935 4.182
H 5.014 3.545 3.543
H 5.281 2.580 6.442
H 6.373 3.662 5.551
C -3.170 -1.886 -1.907
C -2.416 -2.878 -2.772
O -1.213 -2.156 -3.077
C -1.018 -1.236 -2.117
O -0.015 -0.599 -1.991
O -2.090 -1.135 -1.314
H -3.771 -2.351 -1.131
H -3.797 -1.213 -2.484
H -2.144 -3.789 -2.236
H -2.936 -3.140 -3.688
C -4.874 2.860 -2.123
C -5.786 2.992 -3.325
O -5.846 1.633 -3.803
C -5.568 0.815 -2.776
O -5.696 -0.373 -2.796
O -5.113 1.504 -1.712
H -5.115 3.552 -1.328
H -3.819 2.960 -2.385
H -6.787 3.313 -3.054
H -5.389 3.648 -4.095
C -7.274 1.955 1.282
C -7.857 3.136 2.037
O -7.565 4.229 1.156
C -7.414 3.740 -0.090
O -7.324 4.410 -1.071
O -7.373 2.393 -0.079
H -7.831 1.033 1.416
H -6.223 1.780 1.513
H -8.939 3.064 2.154
H -7.399 3.307 3.007
*
```